No. 1
Here is C9H33NO9Y as an isolated structure in a non-equilibrium geometry from OMol25. Energies are from the ωB97M-V functional and the def2-TZVPD basis.

Geometry as XYZ:
```
53
Properties=species:S:1:pos:R:3:mulliken_charge:R:1
Y -2.098 -24.508 12.977 1.329
C -5.204 -28.047 12.591 -1.637
C -4.596 -28.030 13.991 1.459
C -5.065 -29.289 14.736 -1.242
C -4.207 -30.497 14.463 -0.823
C -2.748 -30.180 14.746 -1.223
C -2.225 -29.024 13.916 1.510
N -3.141 -27.888 13.983 0.850
O -2.685 -26.908 13.115 0.038
C -1.976 -29.482 12.483 -1.571
C -0.911 -28.627 14.563 -1.668
C -5.198 -26.880 14.775 -1.270
H -4.811 -27.262 11.946 0.067
H -6.295 -27.981 12.665 0.503
H -5.003 -28.992 12.078 0.384
H -6.076 -29.564 14.422 0.408
H -5.092 -29.097 15.813 0.386
H -4.358 -30.838 13.434 0.365
H -4.563 -31.322 15.085 0.396
H -2.179 -31.094 14.546 0.472
H -2.645 -29.985 15.821 0.338
H -1.389 -30.409 12.434 0.447
H -1.441 -28.735 11.899 0.213
H -2.908 -29.729 11.971 0.323
H -0.315 -29.507 14.786 0.482
H -1.146 -28.034 15.455 0.308
H -0.349 -27.968 13.891 0.171
H -5.004 -25.915 14.310 -0.223
H -4.712 -26.823 15.758 0.357
H -6.276 -26.969 14.929 0.443
O -1.379 -25.507 11.024 -0.810
H -0.444 -25.390 11.193 0.188
O -2.221 -22.497 11.833 -0.438
H -3.032 -22.002 11.659 0.239
H -1.503 -21.981 11.446 0.251
O -1.374 -22.718 14.470 -0.453
H -1.174 -21.847 14.106 0.278
H -0.979 -22.736 15.351 0.256
O -2.340 -25.383 15.344 -0.476
H -2.155 -26.246 15.748 0.156
H -3.092 -25.045 15.835 0.234
O -4.164 -23.755 14.060 -0.448
H -4.900 -23.250 13.689 0.250
H -4.380 -23.825 14.997 0.218
O 0.216 -23.467 12.178 -0.421
H 0.562 -23.538 11.278 0.268
H 0.975 -23.255 12.735 0.238
O -4.038 -24.725 11.529 -0.468
H -4.261 -24.614 10.597 0.248
H -4.879 -24.820 11.994 0.237
O -0.142 -25.608 13.780 -0.411
H 0.684 -25.383 14.220 0.226
H -0.375 -26.509 14.073 0.047
```

Computed properties:
**Orbital gap**: 4.80 eV
**HOMO energy**: -8.38 eV
**E_LUMO**: -3.6 eV
**Total charge**: +1



No. 2
Here is a 10-piece molecular cluster, C9H36N18O13S overall in a non-equilibrium geometry from OMol25. Energies are from the ωB97M-V functional and the def2-TZVPD basis.

Geometry as XYZ:
```
77
Properties=species:S:1:pos:R:3:mulliken_charge:R:1
S 0.331 0.100 0.374 -0.957
O 0.243 0.267 1.856 -0.028
O 1.201 -0.995 0.084 -0.393
O -1.000 -0.377 -0.100 -0.040
O 0.813 1.326 -0.326 -0.019
C -1.010 -1.400 -5.692 0.476
O -0.758 -1.782 -6.801 -0.658
N -0.167 -1.366 -4.662 -0.182
N -2.317 -1.077 -5.344 -0.291
H 0.822 -1.406 -4.658 0.140
H -0.484 -1.119 -3.723 0.136
H -2.553 -0.479 -4.613 0.170
H -3.022 -1.456 -5.964 0.170
C 1.947 3.251 -2.879 0.370
O 2.452 4.081 -3.721 -0.757
N 0.896 3.588 -2.092 -0.256
N 2.452 1.968 -2.730 -0.156
H 0.448 2.844 -1.545 0.280
H 0.198 4.221 -2.353 0.233
H 2.094 1.267 -2.082 0.183
H 3.208 1.719 -3.326 0.169
C -3.119 1.328 -2.019 0.321
O -3.947 2.001 -2.741 -0.783
N -3.279 0.853 -0.775 -0.193
N -1.939 0.942 -2.685 0.081
H -4.070 1.175 -0.334 0.207
H -2.314 0.679 -0.334 0.236
H -1.045 0.787 -2.168 -0.199
H -1.667 1.561 -3.457 0.334
C 4.015 -0.581 -1.769 0.297
O 4.867 -0.329 -2.587 -0.689
N 3.915 0.085 -0.582 -0.202
N 3.015 -1.515 -2.072 -0.343
H 3.030 -0.073 -0.080 0.146
H 4.387 0.957 -0.518 0.247
H 3.106 -1.933 -2.985 0.201
H 2.072 -1.433 -1.632 0.256
C -2.162 0.691 4.504 0.412
O -2.743 1.182 5.465 -0.734
N -1.108 -0.137 4.622 -0.278
N -2.471 1.017 3.182 -0.322
H -0.849 -0.334 5.570 0.203
H -0.545 -0.320 3.854 0.319
H -1.885 0.724 2.367 0.080
H -3.173 1.750 3.130 0.238
C 2.917 -0.049 4.272 0.368
O 3.521 -0.356 5.228 -0.648
N 2.836 -0.934 3.184 -0.413
N 2.472 1.231 4.048 -0.258
H 2.854 -1.854 3.646 0.250
H 2.026 -0.614 2.580 0.302
H 2.513 2.004 4.657 0.218
H 1.725 1.370 3.363 0.120
C 0.406 4.067 2.151 0.441
O 0.372 4.865 3.039 -0.688
N -0.679 3.162 1.998 -0.295
N 1.417 3.795 1.288 -0.173
H -0.551 2.390 1.442 0.101
H -1.225 3.071 2.862 0.217
H 1.164 3.187 0.523 0.089
H 2.260 4.307 1.204 0.177
C -3.791 -3.108 -0.507 0.480
O -4.910 -3.592 -0.435 -0.682
N -2.940 -3.269 -1.642 -0.332
N -3.219 -2.357 0.493 -0.239
H -3.082 -4.172 -2.022 0.213
H -2.085 -2.756 -1.721 0.203
H -3.832 -1.880 1.112 0.239
H -2.398 -1.781 0.250 -0.041
C 0.291 -4.167 1.661 0.571
O -0.187 -5.276 1.417 -0.674
N -0.116 -3.088 2.426 -0.318
N 1.616 -3.872 1.327 -0.430
H 0.202 -2.209 2.050 0.071
H -1.108 -3.145 2.641 0.283
H 1.865 -4.353 0.506 0.270
H 1.785 -2.869 1.298 0.155
```

Computed properties:
**Orbital gap**: 9.76 eV
**HOMO energy**: -5.59 eV
**E_LUMO**: 4.2 eV
**Total charge**: -2



No. 3
Here is a 10-piece molecular cluster, C9H36N9O12 overall in a non-equilibrium geometry from OMol25. Energies are from the ωB97M-V functional and the def2-TZVPD basis.

Geometry as XYZ:
```
66
Properties=species:S:1:pos:R:3:mulliken_charge:R:1
N 0.660 0.296 0.154 0.897
O 1.399 0.734 -0.754 -0.597
O -0.004 -0.729 -0.011 -0.358
O 0.636 0.913 1.249 -0.871
C -2.644 0.876 2.554 -0.470
O -2.595 -0.375 1.847 -0.522
H -1.612 1.107 2.833 0.147
H -3.045 1.629 1.879 0.156
H -3.204 0.755 3.480 0.309
H -1.675 -0.643 1.753 0.217
C 4.009 -0.774 -1.448 -0.202
O 5.273 -1.333 -1.810 -0.557
H 3.453 -0.479 -2.343 0.272
H 3.468 -1.503 -0.854 0.060
H 4.110 0.143 -0.857 0.121
H 5.848 -0.609 -2.067 0.298
C -2.750 -3.053 -0.411 -0.081
O -2.444 -4.444 -0.618 -0.607
H -2.498 -2.850 0.630 0.142
H -2.252 -2.314 -1.032 -0.128
H -3.839 -2.959 -0.427 0.402
H -2.744 -4.698 -1.495 0.291
C 0.464 -3.867 1.351 -0.287
O -0.025 -5.018 0.695 -0.620
H 1.165 -3.310 0.722 0.124
H -0.356 -3.173 1.597 0.040
H 0.894 -4.062 2.335 0.314
H -0.824 -4.753 0.211 0.431
C -0.910 3.612 0.185 0.747
O -0.669 4.757 -0.615 -0.589
H -1.382 2.805 -0.384 -0.211
H 0.032 3.176 0.519 -0.400
H -1.534 3.847 1.044 0.275
H 0.252 4.776 -0.880 0.321
C -4.349 1.030 -1.366 0.558
O -5.062 0.249 -0.759 -0.644
N -4.883 2.149 -1.994 -0.448
N -2.982 0.942 -1.421 -0.148
H -4.349 2.756 -2.588 0.183
H -5.866 2.026 -2.158 0.253
H -2.502 0.241 -0.884 -0.021
H -2.526 1.554 -2.072 0.190
C -0.123 -0.846 -3.872 0.478
O -0.390 -1.115 -5.042 -0.730
N -0.573 -1.607 -2.824 -0.114
N 0.617 0.244 -3.522 -0.192
H -0.173 -1.470 -1.906 0.108
H -0.960 -2.484 -3.120 0.145
H 0.956 0.385 -2.581 0.131
H 0.993 0.809 -4.259 0.193
C 2.218 -1.701 3.425 0.533
O 2.777 -2.642 3.960 -0.663
N 2.827 -0.908 2.470 -0.329
N 0.923 -1.327 3.695 -0.246
H 3.701 -1.299 2.168 0.232
H 2.217 -0.355 1.893 0.047
H 0.392 -1.859 4.356 0.198
H 0.622 -0.425 3.368 0.160
C 2.983 3.855 0.841 0.463
O 3.421 4.993 0.963 -0.708
N 3.079 3.133 -0.326 -0.220
N 2.384 3.170 1.874 -0.312
H 3.603 3.507 -1.092 0.187
H 2.449 2.355 -0.472 0.216
H 2.095 3.791 2.609 0.227
H 1.827 2.370 1.603 0.209
```

Computed properties:
**Orbital gap**: 9.85 eV
**HOMO energy**: -7.45 eV
**E_LUMO**: 2.4 eV
**Total charge**: -1



No. 4
Here is C9H36NNiO12 as an isolated structure in a non-equilibrium geometry from OMol25. Energies are from the ωB97M-V functional and the def2-TZVPD basis.

Geometry as XYZ:
```
59
Properties=species:S:1:pos:R:3:mulliken_spin:R:1
Ni 2.359 -24.162 -10.607 0.995
N 4.366 -22.342 -7.330 -0.024
O 4.056 -23.134 -6.516 0.299
O 3.896 -22.463 -8.459 0.135
O 5.248 -21.502 -6.971 0.589
C 3.988 -19.122 -2.620 0.000
O 4.199 -18.653 -3.945 0.000
H 4.883 -18.957 -2.021 0.000
H 3.073 -18.699 -2.205 0.000
H 3.781 -20.191 -2.591 0.000
H 3.415 -18.897 -4.442 0.000
C 6.007 -25.689 -9.906 -0.001
O 4.836 -25.952 -10.693 0.003
H 5.891 -25.817 -8.829 0.000
H 6.725 -26.398 -10.317 0.000
H 6.400 -24.691 -10.102 0.000
H 4.799 -26.891 -10.887 -0.001
C 3.363 -17.401 -9.383 0.001
O 4.192 -17.022 -8.352 0.000
H 3.369 -16.643 -10.166 0.000
H 3.708 -18.378 -9.722 -0.001
H 2.365 -17.554 -8.973 0.000
H 3.892 -16.146 -8.097 0.000
C 7.444 -26.251 -3.625 0.000
O 7.133 -24.911 -3.917 0.000
H 7.857 -26.675 -4.540 0.000
H 8.206 -26.306 -2.847 0.000
H 6.523 -26.739 -3.308 0.000
H 6.409 -24.851 -4.545 0.000
C 2.275 -24.805 -2.271 0.000
O 1.574 -24.627 -3.507 0.000
H 2.989 -25.601 -2.481 0.000
H 2.861 -23.954 -1.924 0.000
H 1.546 -25.097 -1.515 0.000
H 2.168 -24.350 -4.208 0.000
C -1.335 -22.107 -11.595 0.000
O -0.196 -22.389 -10.691 0.003
H -2.336 -22.125 -11.163 0.000
H -1.184 -21.064 -11.874 0.000
H -1.102 -22.654 -12.508 0.000
H -0.245 -21.652 -10.078 -0.001
C 3.014 -22.200 -14.261 0.000
O 3.435 -22.415 -12.943 0.002
H 2.831 -21.141 -14.447 0.000
H 3.746 -22.615 -14.954 0.000
H 2.083 -22.690 -14.543 0.000
H 4.146 -21.774 -12.876 0.000
C -0.424 -25.968 -8.147 0.000
O 0.958 -25.780 -8.417 0.002
H -0.991 -25.900 -9.075 0.000
H -0.514 -26.984 -7.762 0.000
H -0.700 -25.219 -7.405 0.000
H 1.438 -26.167 -7.681 0.000
C 9.423 -21.325 -2.211 0.000
O 8.485 -21.134 -3.292 0.000
H 10.128 -22.103 -2.503 0.000
H 10.005 -20.437 -1.963 0.000
H 8.895 -21.774 -1.370 0.000
H 7.992 -21.954 -3.369 0.000
```

Computed properties:
**Orbital gap (alpha / beta)**: 6.93 / 4.18 eV
**HOMO energy (alpha / beta)**: -11.40 / -11.40 eV
**E_LUMO (alpha / beta)**: -4.5 / -7.2 eV
**Total charge**: +1
**Expectation value of S²**: 2.01
**2S+1**: 3